[1]
This record from the Open Molecules 2025 dataset describes 10 unconnected molecules or ions with the total composition C31H68NO11. The level of theory is ωB97M-V/def2-TZVPD.

Bonds (Å) are listed after each position.
Geometry (Å):
1 C -3.21 4.12 2.18  C2 1.220, H17 1.121
2 C -3.88 3.95 1.17  C1 1.220, C3 1.576
3 C -5.02 3.78 0.10  C2 1.576, C4 1.583, H18 1.126, H19 1.139
4 C -4.41 3.19 -1.24  C3 1.583, C5 1.596, H20 1.137, H21 1.133
5 C -3.76 1.74 -1.10  C4 1.596, C6 1.594, H22 1.141, H23 1.124
6 C -2.20 1.85 -1.41  C5 1.594, C7 1.505, C13 1.510
7 C -1.75 2.43 -2.72  C6 1.505, N8 1.392, H24 1.129
8 N -0.41 2.57 -3.08  C7 1.392, C9 1.423, H25 1.034
9 C 0.60 2.17 -2.16  N8 1.423, C10 1.470, H26 1.124
10 C 0.28 1.58 -0.85  C9 1.470, C11 1.569, C13 1.523
11 C 1.36 1.14 0.21  C10 1.569, C12 1.392, H27 1.123
12 C 1.49 2.00 1.29  C11 1.392, H28 1.132, H29 1.122
13 C -1.16 1.37 -0.42  C6 1.510, C10 1.523, C14 1.565
14 C -1.50 0.71 0.95  C13 1.565, O15 1.199, O16 1.422
15 O -2.12 1.21 1.85  C14 1.199
16 O -1.06 -0.63 1.15  C14 1.422, H30 0.981
17 H -2.66 3.91 3.13  C1 1.121
18 H -5.90 3.22 0.51  C3 1.126
19 H -5.40 4.83 -0.16  C3 1.139
20 H -5.27 3.13 -1.99  C4 1.137
21 H -3.68 3.94 -1.68  C4 1.133
22 H -4.18 1.12 -1.97  C5 1.141
23 H -3.96 1.22 -0.13  C5 1.124
24 H -2.51 2.75 -3.49  C7 1.129
25 H -0.19 2.99 -4.00  N8 1.034
26 H 1.66 2.33 -2.50  C9 1.124
27 H 1.97 0.20 0.13  C11 1.123
28 H 0.59 2.62 1.57  C12 1.132
29 H 2.46 2.12 1.85  C12 1.122
30 H -1.24 -1.13 0.33  O16 0.981
31 C 1.26 4.40 5.38  C32 1.516, H34 1.093, H35 1.092, H36 1.094
32 C 1.67 4.98 4.04  C31 1.516, O33 1.426, H37 1.091, H38 1.094
33 O 0.82 4.49 3.00  C32 1.426, H39 0.966
34 H 1.31 3.31 5.35  C31 1.093
35 H 1.90 4.76 6.18  C31 1.092
36 H 0.22 4.67 5.61  C31 1.094
37 H 2.69 4.70 3.80  C32 1.091
38 H 1.61 6.08 4.06  C32 1.094
39 H -0.08 4.76 3.22  O33 0.966
40 C 2.23 -1.81 3.87  C41 1.515, H43 1.092, H44 1.092, H45 1.093
41 C 2.63 -1.19 2.54  C40 1.515, O42 1.425, H46 1.091, H47 1.095
42 O 1.78 -1.66 1.50  C41 1.425, H48 0.968
43 H 2.28 -2.90 3.82  C40 1.092
44 H 2.88 -1.46 4.67  C40 1.092
45 H 1.19 -1.55 4.11  C40 1.093
46 H 3.66 -1.47 2.29  C41 1.091
47 H 2.57 -0.10 2.58  C41 1.095
48 H 0.88 -1.41 1.72  O42 0.968
49 C -6.33 -2.65 -1.23  C50 1.516, H52 1.093, H53 1.092, H54 1.093
50 C -6.22 -1.15 -1.11  C49 1.516, O51 1.425, H55 1.092, H56 1.095
51 O -6.48 -0.53 -2.37  C50 1.425, H57 0.965
52 H -5.62 -3.03 -1.97  C49 1.093
53 H -6.13 -3.14 -0.27  C49 1.092
54 H -7.33 -2.94 -1.57  C49 1.093
55 H -5.22 -0.86 -0.79  C50 1.092
56 H -6.94 -0.76 -0.38  C50 1.095
57 H -7.37 -0.78 -2.64  O51 0.965
58 C -1.11 -3.91 5.29  C59 1.516, H61 1.093, H62 1.092, H63 1.095
59 C -0.82 -3.41 6.69  C58 1.516, O60 1.427, H64 1.090, H65 1.095
60 O 0.05 -2.28 6.63  C59 1.427, H66 0.965
61 H -0.18 -4.19 4.78  C58 1.093
62 H -1.77 -4.78 5.32  C58 1.092
63 H -1.58 -3.13 4.69  C58 1.095
64 H -0.33 -4.18 7.28  C59 1.090
65 H -1.74 -3.12 7.20  C59 1.095
66 H -0.40 -1.59 6.12  O60 0.965
67 C 1.86 -1.20 -2.94  C68 1.517, H70 1.092, H71 1.093, H72 1.094
68 C 2.74 -1.01 -4.15  C67 1.517, O69 1.423, H73 1.090, H74 1.096
69 O 1.96 -1.02 -5.34  C68 1.423, H75 0.965
70 H 1.32 -2.15 -3.01  C67 1.092
71 H 2.45 -1.20 -2.02  C67 1.093
72 H 1.10 -0.41 -2.88  C67 1.094
73 H 3.48 -1.81 -4.22  C68 1.090
74 H 3.28 -0.05 -4.09  C68 1.096
75 H 1.32 -0.31 -5.28  O69 0.965
76 C -3.70 -3.34 -5.50  C77 1.517, H79 1.093, H80 1.093, H81 1.093
77 C -3.56 -4.42 -4.44  C76 1.517, O78 1.423, H82 1.092, H83 1.094
78 O -4.85 -4.83 -4.00  C77 1.423, H84 0.965
79 H -4.24 -2.48 -5.11  C76 1.093
80 H -2.71 -3.01 -5.85  C76 1.093
81 H -4.26 -3.71 -6.36  C76 1.093
82 H -3.02 -4.04 -3.58  C77 1.092
83 H -3.03 -5.29 -4.83  C77 1.094
84 H -5.33 -5.18 -4.76  O78 0.965
85 C 0.47 -8.16 6.43  C86 1.516, H88 1.093, H89 1.092, H90 1.094
86 C 0.26 -7.43 7.74  C85 1.516, O87 1.425, H91 1.091, H92 1.094
87 O -0.63 -6.32 7.55  C86 1.425, H93 0.965
88 H 0.89 -7.49 5.68  C85 1.093
89 H 1.15 -9.00 6.57  C85 1.092
90 H -0.48 -8.54 6.04  C85 1.094
91 H 1.20 -7.03 8.12  C86 1.091
92 H -0.17 -8.09 8.50  C86 1.094
93 H -1.47 -6.68 7.23  O87 0.965
94 C 4.17 4.57 -5.17  C95 1.514, H97 1.092, H98 1.092, H99 1.094
95 C 3.04 3.70 -4.68  C94 1.514, O96 1.418, H100 1.093, H101 1.096
96 O 1.82 4.06 -5.29  C95 1.418, H102 0.966
97 H 3.97 5.62 -4.95  C94 1.092
98 H 5.12 4.30 -4.69  C94 1.092
99 H 4.29 4.49 -6.25  C94 1.094
100 H 2.92 3.80 -3.60  C95 1.093
101 H 3.24 2.64 -4.90  C95 1.096
102 H 1.92 3.96 -6.24  O96 0.966
103 C 8.33 2.63 -4.76  C104 1.516, H106 1.093, H107 1.092, H108 1.094
104 C 8.24 3.72 -3.71  C103 1.516, O105 1.426, H109 1.091, H110 1.094
105 O 6.89 3.86 -3.25  C104 1.426, H111 0.965
106 H 7.68 2.86 -5.61  C103 1.093
107 H 9.35 2.52 -5.12  C103 1.092
108 H 7.99 1.67 -4.35  C103 1.094
109 H 8.55 4.68 -4.12  C104 1.091
110 H 8.87 3.49 -2.85  C104 1.094
111 H 6.62 3.01 -2.88  O105 0.965

Properties
HOMO level (eV): -11.4
Charge: +1
Electronic energy (eV): -57248.43235

Results of the Mulliken charge analysis, in e, for atoms 1 through 6: -0.043, -0.484, -0.560, -0.870, -0.322, 0.114



[2]
This record from the Open Molecules 2025 dataset describes 12 unconnected molecules or ions with the total composition C31H69Cl10N7O7. The level of theory is ωB97M-V/def2-TZVPD.

Bonds (Å) are listed after each position.
Geometry (Å):
1 C -6.89 -6.16 1.30  C2 1.527, H6 1.129, H7 1.089, H8 1.110
2 C -5.45 -5.68 1.53  C1 1.527, O3 1.218, N4 1.375
3 O -4.86 -5.83 2.58  C2 1.218
4 N -4.85 -5.15 0.41  C2 1.375, C5 1.423, H9 1.011
5 C -3.48 -4.76 0.44  N4 1.423, H10 1.063, H11 1.093, H12 1.072
6 H -7.56 -5.88 2.16  C1 1.129
7 H -6.84 -7.24 1.19  C1 1.089
8 H -7.28 -5.70 0.37  C1 1.110
9 H -5.43 -5.05 -0.41  N4 1.011
10 H -3.15 -4.89 -0.56  C5 1.063
11 H -2.94 -5.36 1.18  C5 1.093
12 H -3.37 -3.72 0.65  C5 1.072
13 C 3.14 5.78 -4.62  C14 1.559, H18 1.059, H19 1.094, H20 1.108
14 C 2.83 5.16 -3.23  C13 1.559, O15 1.221, N16 1.335
15 O 1.91 5.61 -2.57  C14 1.221
16 N 3.53 4.10 -2.82  C14 1.335, C17 1.478, H21 0.993
17 C 3.24 3.32 -1.60  N16 1.478, H22 1.105, H23 1.081, H24 1.076
18 H 3.96 5.31 -5.10  C13 1.059
19 H 3.24 6.86 -4.47  C13 1.094
20 H 2.17 5.77 -5.14  C13 1.108
21 H 4.37 3.86 -3.29  N16 0.993
22 H 3.20 3.92 -0.68  C17 1.105
23 H 4.01 2.57 -1.51  C17 1.081
24 H 2.29 2.81 -1.67  C17 1.076
25 C -2.30 4.15 -0.05  C26 1.515, H30 1.100, H31 1.100, H32 1.097
26 C -1.40 4.61 1.07  C25 1.515, O27 1.219, N28 1.361
27 O -1.37 4.06 2.16  C26 1.219
28 N -0.47 5.57 0.80  C26 1.361, C29 1.451, H33 1.016
29 C -0.36 6.29 -0.45  N28 1.451, H34 1.070, H35 1.099, H36 1.091
30 H -1.72 3.62 -0.82  C25 1.100
31 H -2.95 4.90 -0.53  C25 1.100
32 H -3.02 3.48 0.44  C25 1.097
33 H 0.10 5.88 1.58  N28 1.016
34 H -0.82 5.88 -1.32  C29 1.070
35 H 0.70 6.31 -0.76  C29 1.099
36 H -0.71 7.32 -0.34  C29 1.091
37 C -2.22 1.28 3.77  C38 1.486, H42 1.086, H43 1.114, H44 1.108
38 C -1.14 0.28 3.97  C37 1.486, O39 1.255, N40 1.366
39 O -0.50 -0.25 3.03  C38 1.255
40 N -0.96 0.04 5.31  C38 1.366, C41 1.429, H45 0.968
41 C -0.04 -0.96 5.76  N40 1.429, H46 1.080, H47 1.139, H48 1.073
42 H -2.14 2.04 4.54  C37 1.086
43 H -3.23 0.82 3.85  C37 1.114
44 H -2.18 1.79 2.78  C37 1.108
45 H -1.48 0.64 5.86  N40 0.968
46 H 0.18 -0.79 6.80  C41 1.080
47 H 0.96 -0.82 5.22  C41 1.139
48 H -0.22 -2.00 5.57  C41 1.073
49 C -3.85 4.39 -3.36  C50 1.440, H54 1.095, H55 1.100, H56 1.085
50 C -3.92 2.96 -3.37  C49 1.440, O51 1.207, N52 1.350
51 O -4.87 2.37 -2.89  C50 1.207
52 N -2.85 2.32 -3.89  C50 1.350, C53 1.408, H57 1.013
53 C -3.01 1.05 -4.46  N52 1.408, H58 1.101, H59 1.089, H60 1.062
54 H -4.72 4.89 -2.93  C49 1.095
55 H -3.71 4.81 -4.37  C49 1.100
56 H -2.99 4.75 -2.80  C49 1.085
57 H -2.12 2.90 -4.28  N52 1.013
58 H -2.12 0.48 -4.16  C53 1.101
59 H -3.25 1.01 -5.52  C53 1.089
60 H -3.82 0.50 -4.03  C53 1.062
61 C 0.71 1.86 0.72  C62 1.488, H66 1.061, H67 1.063, H68 1.103
62 C 0.37 0.76 -0.22  C61 1.488, O63 1.207, N64 1.345
63 O 0.84 0.68 -1.33  C62 1.207
64 N -0.63 -0.06 0.14  C62 1.345, C65 1.424, H69 1.005
65 C -0.87 -1.25 -0.60  N64 1.424, H70 1.077, H71 1.091, H72 1.113
66 H 0.85 1.45 1.69  C61 1.061
67 H -0.07 2.57 0.85  C61 1.063
68 H 1.70 2.31 0.52  C61 1.103
69 H -0.85 -0.12 1.12  N64 1.005
70 H -0.20 -2.03 -0.26  C65 1.077
71 H -0.65 -1.01 -1.64  C65 1.091
72 H -1.94 -1.48 -0.46  C65 1.113
73 C 2.34 -1.54 1.74  C74 1.544, H78 1.065, H79 1.098, H80 1.090
74 C 1.69 -2.94 1.78  C73 1.544, O75 1.198, N76 1.367
75 O 2.24 -3.97 1.51  C74 1.198
76 N 0.38 -2.94 2.18  C74 1.367, C77 1.447, H81 1.053
77 C -0.38 -4.16 2.33  N76 1.447, H82 1.113, H83 1.060, H84 1.078
78 H 3.02 -1.42 0.94  C73 1.065
79 H 2.84 -1.36 2.70  C73 1.098
80 H 1.63 -0.71 1.73  C73 1.090
81 H -0.04 -2.03 2.51  N76 1.053
82 H -1.16 -4.08 3.12  C77 1.113
83 H 0.38 -4.83 2.64  C77 1.060
84 H -0.91 -4.39 1.42  C77 1.078
85 Cl 5.27 1.24 3.88  C86 1.797
86 C 4.86 1.34 2.13  Cl85 1.797, C87 1.537, H89 1.090, H90 1.077
87 C 5.35 2.68 1.55  C86 1.537, Cl88 1.813, H91 1.063, H92 1.027
88 Cl 4.54 4.18 2.16  C87 1.813
89 H 3.80 1.20 1.92  C86 1.090
90 H 5.47 0.57 1.68  C86 1.077
91 H 5.34 2.65 0.48  C87 1.063
92 H 6.33 2.80 1.81  C87 1.027
93 Cl 0.11 -7.61 -0.75  C94 1.754
94 C 1.74 -7.24 -1.28  Cl93 1.754, C95 1.519, H97 1.085, H98 1.059
95 C 2.16 -5.81 -0.98  C94 1.519, Cl96 1.795, H99 1.116, H100 1.118
96 Cl 1.15 -4.69 -1.95  C95 1.795
97 H 1.90 -7.38 -2.34  C94 1.085
98 H 2.32 -7.99 -0.82  C94 1.059
99 H 3.19 -5.52 -1.28  C95 1.116
100 H 2.04 -5.55 0.11  C95 1.118
101 Cl 5.15 -0.26 -1.84  C102 1.793
102 C 3.64 -0.05 -2.80  Cl101 1.793, C103 1.473, H105 1.086, H106 1.098
103 C 2.88 -1.29 -3.01  C102 1.473, Cl104 1.753, H107 1.093, H108 1.086
104 Cl 3.70 -2.33 -4.15  C103 1.753
105 H 3.96 0.41 -3.73  C102 1.086
106 H 3.10 0.75 -2.28  C102 1.098
107 H 1.94 -0.91 -3.44  C103 1.093
108 H 2.77 -1.89 -2.11  C103 1.086
109 Cl -3.99 -3.62 -4.65  C110 1.765
110 C -2.61 -4.46 -5.36  Cl109 1.765, C111 1.534, H113 1.084, H114 1.061
111 C -1.34 -4.25 -4.54  C110 1.534, Cl112 1.774, H115 1.098, H116 1.094
112 Cl -0.90 -2.53 -4.50  C111 1.774
113 H -2.53 -4.13 -6.39  C110 1.084
114 H -2.90 -5.48 -5.45  C110 1.061
115 H -0.46 -4.67 -5.04  C111 1.098
116 H -1.31 -4.53 -3.48  C111 1.094
117 Cl 1.00 3.40 3.94  C118 1.827
118 C 2.19 2.45 4.96  Cl117 1.827, C119 1.512, H121 1.073, H122 1.096
119 C 1.55 2.29 6.32  C118 1.512, Cl120 1.742, H123 1.097, H124 1.075
120 Cl 2.57 1.41 7.42  C119 1.742
121 H 3.13 2.96 4.91  C118 1.073
122 H 2.35 1.48 4.49  C118 1.096
123 H 0.69 1.63 6.17  C119 1.097
124 H 1.29 3.21 6.82  C119 1.075

Properties
HOMO level (eV): -9.3
Structure (SMILES): CNC(C)=O.CNC(C)=O.CNC(C)=O.CNC(C)=O.CNC(C)=O.CNC(C)=O.CNC(C)=O.ClCCCl.ClCCCl.ClCCCl.ClCCCl.ClCCCl
Charge: 0
Electronic energy (eV): -183257.19730

Results of the Mulliken charge analysis, in e, for atoms 1 through 6: -0.917, 0.589, -0.628, -0.144, -0.890, 0.282



Q: Which value of electronic energy does entry 2 give?
A: -183257.19730 eV